[1]
This record from the OMol25 dataset describes a molecular structure, C17H30HfN3O4P in a non-equilibrium geometry. The level of theory is ωB97M-V/def2-TZVPD.

XYZ file:
```
56
Properties=species:S:1:pos:R:3:forces:R:3
Hf -0.441 -1.364 -0.090 -1.804 -4.444 -2.070
C -0.352 -0.465 1.736 -0.530 3.962 9.963
O -0.456 -0.017 2.809 0.378 -2.789 -5.506
C 1.182 -2.620 -1.363 3.884 -3.497 -3.481
O 1.930 -3.242 -1.988 -3.801 2.805 3.083
C -1.002 0.211 -1.431 -2.925 6.255 -4.757
O -1.484 1.095 -2.015 2.568 -4.424 2.540
C 2.920 0.019 1.048 -0.373 -1.253 0.558
P 1.521 0.627 -0.035 1.847 1.518 0.600
H 2.219 2.821 0.363 -0.062 -0.389 -0.101
H 2.418 -0.034 2.026 0.360 0.082 -0.014
C 2.472 0.991 -1.581 -0.368 -0.386 -1.424
H 3.477 1.173 -1.176 -0.314 0.052 0.112
C 4.162 0.921 1.127 -0.158 0.225 -0.208
H 3.938 1.979 1.264 0.160 -0.103 0.088
H 4.801 0.795 0.239 -0.191 0.076 0.335
H 4.738 0.568 1.992 -0.083 0.136 -0.106
C 3.413 -1.402 0.699 0.142 0.337 0.508
H 4.214 -1.376 -0.040 -0.088 -0.088 -0.059
C 0.121 3.198 0.065 0.168 -0.467 0.278
H 2.647 -2.086 0.334 -0.279 -0.207 0.074
H 3.816 -1.831 1.621 0.077 -0.121 -0.238
C 1.222 2.365 2.198 -0.408 -0.162 0.228
H -0.604 3.478 0.834 0.293 0.004 -0.078
H 0.561 4.100 -0.348 -0.241 0.142 -0.103
H -0.441 2.693 -0.715 0.109 0.217 -0.193
C 1.278 2.341 0.666 -0.800 0.760 0.471
H 0.899 3.355 2.565 0.582 -0.272 -0.276
H 2.159 2.046 2.656 -0.075 0.360 0.102
H 0.445 1.697 2.568 0.267 0.569 0.011
C 1.982 2.216 -2.353 0.064 0.123 0.219
H 0.925 2.103 -2.638 0.423 0.197 -0.217
H 2.619 2.300 -3.247 -0.409 0.038 0.171
H 2.110 3.140 -1.784 -0.121 -0.093 -0.180
C 2.555 -0.193 -2.548 0.210 0.053 0.164
H 3.046 -1.069 -2.128 0.093 0.121 -0.004
H 3.153 0.130 -3.404 -0.135 -0.219 -0.030
H 1.562 -0.474 -2.923 -0.002 0.059 -0.184
H -2.279 2.459 1.665 1.523 -0.737 0.607
H -2.888 2.720 1.438 -1.636 0.664 -0.556
C -3.683 -4.631 0.834 0.089 -0.496 0.203
N -3.919 -3.229 0.532 0.504 0.675 -0.572
C -5.135 -2.753 0.113 0.644 1.093 0.162
C -5.186 -1.432 -0.221 -1.649 -0.065 -0.499
C -4.044 -0.632 -0.321 0.603 2.508 -0.406
N -2.845 -1.175 0.028 1.486 -0.053 -0.043
C -2.856 -2.440 0.468 0.528 -1.065 0.163
O -1.663 -2.932 0.752 0.726 1.552 -0.497
N -4.072 0.662 -0.726 -0.407 -1.058 0.131
H -4.662 -5.099 0.779 0.319 -0.488 0.194
H -3.211 -4.675 1.808 -0.295 -0.363 0.290
H -2.963 -5.006 0.110 -0.314 -0.354 -0.109
H -5.956 -3.466 0.087 -0.050 0.272 0.096
H -6.126 -0.957 -0.485 -0.050 -0.302 -0.028
H -4.944 1.093 -1.017 -0.180 -0.278 0.110
H -3.290 1.303 -0.847 -0.299 -0.681 0.480
```
Positions in Å, forces in eV/Å.

Results
HOMO = -22.4 eV
net charge = +4
multiplicity = 1
Kohn-Sham gap = 5.244 eV
LUMO energy = -17.2 eV

[2]
This record from the OMol25 dataset describes a molecular structure, C17H30N2O in a non-equilibrium geometry. The level of theory is ωB97M-V/def2-TZVPD.

XYZ file:
```
50
Properties=species:S:1:pos:R:3:forces:R:3
C 3.504 -2.795 1.809 -1.616 -5.503 -6.881
H 4.015 -3.702 2.009 0.920 -1.055 0.321
H 3.694 -2.608 0.724 0.455 0.073 0.357
H 2.477 -3.151 1.697 -0.292 0.713 1.043
C 3.890 -1.797 2.588 -2.560 9.030 9.334
C 3.395 -2.064 4.194 0.118 -5.798 -3.261
C 1.945 -2.198 4.345 -6.849 -7.589 -0.101
O 1.328 -3.253 5.048 3.883 5.179 -1.970
C 0.985 -1.686 3.378 11.004 3.967 -2.128
C 1.490 -0.698 2.398 0.973 -4.392 6.335
N 0.596 -0.081 1.737 5.173 4.154 -4.584
C -0.736 -0.133 1.658 -1.447 11.107 -0.104
C -1.100 0.727 0.183 -9.777 1.834 15.834
H -2.390 0.926 0.501 3.494 -0.311 -1.352
H -0.737 1.632 0.219 2.287 4.855 0.591
C -0.859 0.079 -0.844 -6.028 -5.159 -16.121
N -0.806 0.982 -2.172 -4.347 1.029 6.641
H -0.423 0.472 -2.841 1.846 -3.052 -3.998
C -2.338 1.382 -2.554 13.139 9.436 4.854
C -1.940 2.619 -3.419 1.071 -3.872 -4.100
C -3.183 3.127 -3.961 1.119 4.917 2.457
C -4.188 2.266 -4.335 -1.407 -4.505 -6.478
C -4.548 1.099 -3.450 3.367 1.298 -0.372
C -3.165 0.522 -2.962 -8.688 -11.143 -8.187
H -2.819 -0.319 -4.014 -0.256 3.005 2.356
H -3.450 -0.363 -2.444 0.268 -0.307 1.778
H -4.995 0.409 -4.088 -1.278 -1.413 -0.362
H -5.103 1.443 -2.617 -0.921 0.080 0.891
H -5.042 2.773 -4.731 -0.792 0.561 0.234
H -3.737 1.865 -5.459 -1.293 -0.014 2.631
H -3.095 3.931 -4.651 0.434 0.658 -0.830
H -3.638 3.581 -3.130 -0.678 1.695 1.819
H -1.480 2.129 -4.389 -0.223 0.400 1.475
H -1.119 3.280 -3.143 -0.719 0.021 0.935
H -2.583 1.887 -1.631 -0.750 -0.147 0.689
H -0.109 -0.456 -0.764 8.079 -4.663 0.089
H -1.655 -0.994 -1.133 1.648 3.055 1.054
H -1.112 0.749 2.635 0.153 -3.123 -2.684
H -1.129 -1.007 1.629 -2.834 -5.662 0.330
H 1.141 0.700 1.230 -2.131 -1.245 0.470
C 2.967 -0.307 2.310 -6.061 -9.291 15.674
H 3.231 -0.113 1.546 5.610 4.968 -18.002
H 3.328 0.356 3.015 0.224 1.357 1.676
H 0.049 -1.676 3.445 -7.540 -0.787 1.104
H 3.820 -3.136 4.596 -0.576 3.041 -0.629
H 3.487 -1.240 4.730 2.251 3.803 2.775
C 5.288 -1.275 2.707 -0.339 -5.397 7.017
H 5.481 -0.426 3.337 -0.365 0.346 0.064
H 5.507 -1.194 1.789 3.164 1.016 -6.793
H 5.863 -2.262 3.276 -0.911 2.830 -1.890
```
Positions in Å, forces in eV/Å.

Results
HOMO = -7.4 eV
multiplicity = 1
Kohn-Sham gap = 7.812 eV
LUMO energy = 0.4 eV

[3]
This record from the OMol25 dataset describes 2 unconnected molecules or ions with the total composition C17H30N3O8S in a non-equilibrium geometry. The level of theory is ωB97M-V/def2-TZVPD.

XYZ file:
```
59
Properties=species:S:1:pos:R:3:forces:R:3
O 4.895 -1.714 -1.883 -0.252 0.311 -0.080
O 2.462 3.036 -1.447 -0.228 0.049 -1.068
O 3.924 0.148 -4.433 -0.046 -0.281 0.318
O -4.354 -3.172 1.059 -0.029 1.770 1.040
O -5.144 -1.075 0.065 1.010 0.123 1.926
O 3.102 2.714 0.642 0.233 -0.637 -0.027
O -1.638 1.331 -0.861 -0.249 -0.114 0.102
O -0.432 1.651 1.546 -0.684 -0.366 -0.073
C 3.720 -1.978 -2.096 1.410 -0.559 0.233
C 2.951 2.331 -0.535 0.008 0.768 1.324
C 3.705 0.883 -3.469 0.007 -0.721 -1.158
N 4.068 2.170 -3.499 0.286 0.769 0.892
N 2.737 -1.083 -2.183 -0.595 1.232 -0.617
N -3.092 -0.996 1.788 -2.231 -0.859 -1.263
C -2.373 2.566 -0.856 0.075 -0.340 0.154
C 3.291 -3.418 -2.249 -0.019 0.033 -0.028
C 4.810 2.809 -4.581 -0.428 -0.824 0.283
C -2.348 0.207 -0.313 -0.133 0.471 -0.019
C -2.196 -0.569 3.999 -0.050 -0.182 0.041
C -0.977 -2.014 2.344 0.058 -0.275 -0.014
C -1.411 0.647 3.463 -0.135 0.010 -0.144
C -0.244 -0.767 1.795 -0.347 -0.054 -0.002
C -2.360 -1.631 2.896 0.718 0.465 -0.060
C -2.512 0.261 1.230 0.188 0.143 -0.316
C -1.136 0.483 1.958 0.660 0.018 0.230
C 3.393 0.898 -0.867 0.010 0.002 -0.442
C -5.689 -1.501 2.626 0.109 0.116 -0.005
C 2.899 0.381 -2.239 0.252 0.106 0.761
S -4.572 -1.732 1.245 1.174 -0.786 -1.415
H -0.268 1.644 0.579 -0.153 -0.158 0.597
H 3.720 2.752 -2.737 -0.318 0.021 0.072
H 1.816 -1.436 -2.366 -0.029 -0.009 -0.187
H -1.839 3.308 -1.458 0.129 -0.389 0.101
H -2.472 2.959 0.160 0.043 -0.027 -0.023
H -3.372 2.432 -1.282 -0.010 -0.139 -0.024
H 2.550 -3.651 -1.488 -0.176 -0.200 -0.013
H 2.868 -3.555 -3.242 -0.135 -0.162 -0.027
H 4.162 -4.059 -2.128 -0.085 0.072 0.007
H 5.096 3.817 -4.283 -0.097 -0.118 0.091
H 4.183 2.854 -5.472 0.131 0.058 -0.194
H 5.704 2.224 -4.804 -0.020 0.065 -0.118
H -1.820 -0.711 -0.586 0.198 0.237 -0.035
H -3.323 0.166 -0.798 -0.139 -0.103 0.143
H -1.668 -1.000 4.855 -0.132 -0.073 -0.062
H -3.183 -0.247 4.344 0.022 -0.152 0.022
H -0.377 -2.478 3.133 -0.117 -0.041 -0.013
H -1.098 -2.749 1.542 -0.114 -0.010 0.215
H -1.982 1.564 3.637 0.152 -0.010 -0.133
H -0.462 0.744 4.000 -0.065 0.098 -0.285
H 0.017 -0.915 0.743 0.005 0.121 0.077
H 0.695 -0.619 2.339 -0.194 0.261 -0.160
H -2.873 -2.519 3.283 -0.119 0.234 -0.355
H -3.177 1.096 1.471 0.110 0.120 0.094
H 2.989 0.250 -0.086 0.112 0.010 -0.063
H 4.481 0.834 -0.824 -0.037 -0.014 0.126
H -5.294 -2.010 3.505 0.092 -0.006 -0.095
H -6.660 -1.920 2.365 0.161 -0.049 -0.158
H -5.789 -0.434 2.826 0.078 -0.036 -0.102
H 1.897 0.792 -2.371 -0.067 0.014 -0.069
```
Positions in Å, forces in eV/Å.

Results
HOMO = -4.6 eV
net charge = -1
multiplicity = 1
Kohn-Sham gap = 6.549 eV
LUMO energy = 1.9 eV

[4]
This record from the OMol25 dataset describes a molecular structure, C17H30N4OP2Tc in a non-equilibrium geometry. The level of theory is ωB97M-V/def2-TZVPD.

XYZ file:
```
55
Properties=species:S:1:pos:R:3:forces:R:3
Tc 0.022 -0.208 0.191 0.970 -0.300 -0.353
P 2.589 -0.305 -0.077 -3.344 -0.099 0.490
P -2.358 0.096 0.329 -1.214 0.096 -0.392
N -0.007 0.712 -1.361 0.084 1.010 -2.177
H 1.360 -0.293 1.137 -0.195 -1.067 0.131
C 3.075 -1.779 -0.961 0.638 0.011 -0.047
H 4.160 -1.821 -0.831 0.052 -0.481 -0.361
H 2.805 -1.637 -2.014 0.090 -0.124 0.207
H 2.591 -2.679 -0.567 0.191 0.341 -0.063
C 3.460 -0.283 1.511 0.715 -0.039 -0.499
H 4.514 -0.415 1.241 0.150 0.144 0.657
H 3.096 -1.101 2.145 0.200 0.175 -0.233
H 3.267 0.675 2.018 0.189 -0.297 -0.190
C 3.167 1.111 -1.011 0.359 -0.392 0.207
H 4.248 1.053 -0.904 0.260 0.492 -0.358
H 2.762 2.029 -0.586 0.061 -0.032 -0.039
H 2.844 0.991 -2.043 0.048 0.146 -0.010
C -3.423 -1.133 -0.523 -0.114 -0.285 -0.148
H -4.506 -0.902 -0.460 0.646 0.015 0.072
H -3.218 -2.124 -0.093 -0.162 0.376 -0.181
H -3.132 -1.167 -1.585 -0.078 0.012 0.312
C -3.135 0.163 1.989 -0.051 0.015 0.344
H -4.240 0.180 1.930 0.542 0.012 -0.097
H -2.799 1.061 2.531 -0.058 -0.288 -0.194
H -2.825 -0.717 2.570 -0.131 0.267 -0.177
C -2.999 1.656 -0.432 0.091 0.187 0.012
H -4.087 1.795 -0.292 0.464 -0.243 0.056
H -2.785 1.667 -1.509 -0.001 -0.115 0.280
H -2.481 2.522 0.002 -0.089 -0.218 -0.034
C -0.064 1.518 -2.444 0.293 -0.811 -0.508
C -0.015 1.841 -4.868 -0.007 -0.748 -0.122
C -0.030 0.966 -3.787 -0.129 1.320 1.014
C -0.053 2.936 -2.299 -0.042 -0.098 0.830
C -0.038 3.764 -3.398 -0.068 -0.183 -0.368
C -0.019 3.218 -4.695 -0.018 0.501 0.344
H -0.011 1.414 -5.874 0.043 0.221 0.253
H -0.017 -0.105 -3.903 -0.037 -0.113 -0.040
H -0.049 3.345 -1.265 -0.041 -0.326 -0.849
H -0.057 4.840 -3.251 0.064 -0.114 -0.103
H -0.005 3.886 -5.552 -0.018 -0.148 0.079
C -0.656 -3.321 1.417 3.026 4.301 -1.332
O -1.018 -2.628 0.404 0.195 -2.181 2.732
C 0.603 -4.187 1.236 -0.142 -0.243 -0.117
H 1.256 -4.403 2.121 -1.019 0.290 -0.487
H 1.272 -3.830 0.420 -0.885 -0.005 0.474
H 0.129 -5.090 0.892 0.487 -1.075 -0.251
C -0.891 -2.813 2.848 -0.506 -0.984 0.019
H -1.928 -3.059 3.002 -0.645 0.060 0.742
H -0.772 -1.738 3.105 0.104 -0.364 -1.116
H -0.278 -3.354 3.587 -0.356 -0.036 -0.424
N 0.147 0.951 1.742 -0.448 1.261 4.556
C 0.220 1.305 2.887 -0.197 0.886 -2.403
N 0.329 2.072 3.905 0.187 -0.461 -0.838
C 0.088 1.761 5.149 -0.241 -0.325 1.187
N -0.108 1.568 6.278 0.086 0.055 -0.484
```
Positions in Å, forces in eV/Å.

Results
HOMO (alpha / beta) = -5.6 / -7.3 eV
multiplicity = 4
Kohn-Sham gap (alpha / beta) = 5.604 / 6.465 eV
LUMO energy (alpha / beta) = 0.0 / -0.8 eV

Calculated total energy (eV), listed in the same order as above: -41325.1365, -23124.2141, -49803.3756, -46894.4292